No. 1
This record from OMol25 describes 2 unconnected molecules or ions with the total composition C23H49N2O5 at a distorted geometry. The level of theory is the ωB97M-V functional and the def2-TZVPD basis.

The geometry in XYZ format:
```
79
Properties=species:S:1:pos:R:3:forces:R:3:mulliken_charge:R:1
C -0.753540 -5.774296 -0.340315 0.3720 -0.1547 -0.7377 -1.1071
C 0.068753 -4.860850 -1.306942 -1.1939 -0.3348 0.8405 -0.4040
C -0.850502 -4.020421 -2.219344 0.6945 -0.4664 0.2508 -0.7889
C -0.213272 -2.682942 -2.569321 -0.6949 -0.1692 -0.3292 -0.3702
C -1.140825 -1.775946 -3.388031 0.7421 -0.0024 -0.0294 -0.7399
C -0.390891 -0.542506 -3.943178 -0.4467 0.1831 0.2345 -0.6637
C -1.113844 0.803263 -3.608009 0.4412 -0.9703 -0.1012 -1.4200
C -0.395803 1.408856 -2.387986 0.5781 2.4336 -1.8857 1.5261
C 0.920999 2.037896 -2.943448 0.5613 -1.2300 0.9659 -1.7918
C 2.192880 1.742002 -2.117391 0.5172 0.5742 -0.2996 -0.5734
C 2.896849 3.010556 -1.564634 -0.1863 -0.2511 -0.7217 0.4573
C 4.385416 3.053270 -1.904037 0.2847 0.0561 0.8873 -1.2182
C 5.275339 2.085693 -1.054939 0.0938 0.8386 -0.0488 -0.6476
N 4.774155 1.751314 0.269926 0.2501 -0.4200 -0.1297 -0.6297
O -0.314896 0.388804 -1.387095 -0.2679 -0.3356 -0.1854 -0.5337
C -1.511077 0.410032 -0.760933 0.1608 3.7692 -2.6713 0.5635
O -1.856717 -0.406899 -0.023806 -1.0529 -3.8150 3.5625 -0.6183
C -2.316632 1.687176 -1.142062 0.5668 0.9299 -0.3993 -0.9944
C -1.096001 2.530760 -1.586927 -1.2181 -2.5783 1.1812 -1.0090
O -0.334745 2.583902 -0.365599 0.3076 1.5997 -0.5309 0.0801
C -0.355357 3.878398 0.239548 0.0359 -0.5213 0.4276 -0.9306
C 0.652069 3.819706 1.399727 0.7273 -0.5037 -0.6132 1.0350
C 0.022061 3.391409 2.707203 -0.3585 0.0293 -0.1301 -1.4117
O 1.397385 5.022546 1.520153 -0.3362 0.0117 0.0595 -0.6279
H -0.645814 -5.487738 0.707292 -0.0591 -0.0126 0.0044 0.2028
H -0.407237 -6.801808 -0.453328 -0.0566 -0.0441 0.3245 0.3320
H -1.808335 -5.780559 -0.612543 -0.0703 0.0618 0.1183 0.3640
H 0.676559 -4.221061 -0.665847 0.3152 0.1189 -0.3492 0.3330
H 0.693027 -5.520589 -1.901466 0.3575 0.2859 -0.0657 0.3573
H -1.819772 -3.895221 -1.730523 -0.0056 0.2578 0.0198 0.4361
H -1.034763 -4.634657 -3.104786 -0.1499 0.2610 -0.1619 0.2600
H 0.723767 -2.857372 -3.102872 0.0700 0.0512 0.0439 0.3388
H -0.001579 -2.156906 -1.635066 0.2851 0.0146 -0.0524 0.0594
H -1.580814 -2.311920 -4.230838 -0.1279 -0.1601 0.1586 0.6706
H -1.941333 -1.485683 -2.704899 -0.2015 0.1009 -0.2145 0.1222
H -0.264649 -0.628967 -5.021241 -0.0965 -0.0474 -0.0436 0.4611
H 0.619492 -0.538278 -3.531786 0.0339 0.0944 0.0256 0.3546
H -2.156277 0.538540 -3.433756 -0.0317 0.2833 -0.0152 0.3892
H -1.053233 1.428195 -4.495728 -0.1085 0.4576 0.2570 0.4512
H 0.796672 3.115757 -3.020849 -0.2511 0.0433 0.1032 0.6417
H 1.058928 1.692817 -3.965015 0.1025 -0.1177 -0.0010 0.5802
H 2.022376 1.037088 -1.305248 -0.2518 -0.0349 -0.0560 0.2126
H 2.914143 1.271635 -2.789917 -0.0359 -0.1789 0.0554 0.6999
H 2.452748 3.906293 -2.010576 -0.1262 -0.0570 -0.0117 0.5571
H 2.723840 3.085344 -0.491861 0.1513 0.0594 0.0371 -0.7053
H 4.737418 4.068487 -1.697328 0.0061 0.0121 -0.0154 0.4058
H 4.566828 2.892630 -2.967618 -0.1642 -0.0862 -0.0540 0.4265
H 6.217467 2.614341 -0.891734 0.0942 -0.1065 -0.1321 0.3442
H 5.548924 1.190986 -1.608947 -0.2753 -0.2320 0.1067 0.3704
H 4.094954 1.002168 0.252998 -0.1398 0.2401 0.0401 0.2780
H 4.412811 2.562848 0.752239 -0.0595 -0.1384 0.0393 0.2442
H -2.884308 2.158718 -0.343216 0.2035 -0.4280 0.4073 0.5141
H -3.010343 1.560833 -1.969461 -0.0338 -0.4123 0.0511 0.3009
H -1.263989 3.489883 -2.062363 0.0669 0.0110 -0.1284 0.7625
H -1.357287 4.073933 0.645053 -0.0119 0.2933 -0.2744 0.3658
H -0.073925 4.623751 -0.510019 -0.0164 0.1632 0.1799 0.4216
H 1.359881 3.027794 1.112901 -0.1573 -0.0495 -0.0493 -0.1251
H 0.702156 2.832211 3.345799 0.2007 0.2813 0.0856 0.4011
H -0.793039 2.704572 2.458754 -0.0514 0.0410 0.0678 0.2232
H -0.398453 4.243389 3.242047 0.0410 -0.0151 0.0512 0.3854
H 1.809713 5.158556 0.655846 0.0561 0.1611 0.2734 0.3530
C -0.791116 -3.033758 4.902361 0.1885 -0.1774 -0.1891 -1.5146
C -0.967867 -1.804087 4.022360 0.0935 -0.2674 0.5931 0.2983
C -2.084774 -0.863237 4.477014 -0.2223 0.2605 -0.6264 -0.4612
O -3.350864 -1.414134 4.168378 0.1703 0.0137 0.3532 -0.4383
C -3.975340 -2.156221 5.223013 -0.1587 -0.1825 -0.1916 -0.6721
N -1.336622 -2.256349 2.639662 -0.1959 0.3294 -0.4633 -0.0698
H -1.602866 -3.751511 4.775781 -0.0827 0.0895 0.0596 0.3703
H 0.137930 -3.551341 4.654900 -0.0104 0.0091 0.0333 0.4467
H -0.742075 -2.751158 5.952079 -0.0045 0.0379 -0.0242 0.3638
H -0.022437 -1.266385 3.947218 -0.0638 0.0790 -0.0398 0.3497
H -2.010912 0.067075 3.905423 -0.0335 0.0008 0.0239 0.1985
H -1.990136 -0.600673 5.531739 0.1002 -0.1747 0.0317 0.4724
H -3.640511 -1.827924 6.207472 0.0474 0.0536 -0.0348 0.3212
H -3.773648 -3.222156 5.101005 0.0058 -0.0105 0.1413 0.2792
H -5.049575 -2.005315 5.144374 0.0275 0.0721 -0.0306 0.2601
H -0.779082 -3.043691 2.306617 0.0438 0.0618 0.0329 0.3245
H -1.269425 -1.492068 1.951344 -0.0046 -0.0852 -0.1730 0.0743
H -2.329043 -2.528796 2.652600 0.0193 0.0453 0.0814 0.4249
```
Forces are in eV/Å.

Summary:
charge	+1

---

No. 2
This record from OMol25 describes a gas-phase ion, C3H8NO2 (charge +1) at a distorted geometry. The level of theory is the ωB97M-V functional and the def2-TZVPD basis.

The geometry in XYZ format:
```
14
Properties=species:S:1:pos:R:3:forces:R:3:mulliken_charge:R:1
C 2.382189 -1.069315 0.413358 -0.4597 -0.0997 -0.1043 -0.7497
N 1.295030 -0.075943 0.097081 -0.4044 -0.9296 -1.6513 -0.1710
C -0.053257 -0.238384 0.707763 0.1766 1.0335 1.2041 -0.6431
C -1.044585 0.361491 -0.262433 -0.1230 -0.1357 -0.3026 0.7216
O -0.703529 0.714840 -1.361956 0.0966 -0.0733 0.0147 -0.5452
O -2.246732 0.489880 0.256256 -0.0578 0.2316 -0.2168 -0.4058
H 2.982899 -0.692262 1.233718 0.0463 -0.1652 -0.0058 0.3243
H 2.947603 -1.213109 -0.504847 0.2669 0.1787 0.2150 0.3572
H 1.903652 -2.022673 0.643759 0.1199 0.1865 0.1944 0.3030
H 1.046146 -0.190588 -0.910633 0.2939 0.2073 0.2668 0.3789
H 1.638284 0.882605 0.106858 -0.0667 0.1396 0.4533 0.3798
H -0.242060 -1.253937 1.027707 -0.0114 -0.3396 -0.4091 0.3350
H -0.130136 0.359102 1.615472 0.1864 0.0138 0.1218 0.3294
H -2.790508 0.984221 -0.389971 -0.0634 -0.2479 0.2198 0.3854
```
Forces are in eV/Å.

Summary:
energy above the lowest of the compared OMol25 structures with the same formula, charge and spin	65.9	kJ/mol
structure (SMILES)	C[NH2+]CC(=O)O
charge	+1

---

No. 3
This record from OMol25 describes a molecular structure, C10H12F9LiNO4S. The level of theory is the ωB97M-V functional and the def2-TZVPD basis.

The geometry in XYZ format:
```
38
Properties=species:S:1:pos:R:3:forces:R:3:mulliken_charge:R:1
N 1.413240 -0.651658 2.190399 -0.0785 -0.7012 -0.3469 -0.2379
C 1.164600 -1.690352 1.503763 0.0364 0.7431 0.1407 0.4549
C 0.720858 -1.669609 0.074609 0.5775 -0.0428 0.1976 1.2156
C 1.882205 -1.758106 -0.967224 -0.2856 -0.0842 0.1555 -0.9454
O 2.208467 -0.505292 -1.497005 0.2975 -0.0428 0.0428 -0.4178
C 3.108498 0.290802 -0.747447 0.1215 -0.0222 -0.0624 -0.4535
C 2.469830 1.586303 -0.194863 -0.0710 0.1283 0.0776 -0.6727
O 1.102237 1.695413 -0.585157 -0.1543 -0.2401 0.2753 -0.2307
C 0.325183 2.331772 0.385895 0.4909 0.2336 -0.0860 -0.8594
S -1.237670 2.859155 -0.361779 0.2015 0.5499 -0.1363 1.2142
O -1.529223 4.159204 0.175258 -0.0007 -0.5524 -0.1579 -0.6654
O -1.232091 2.591117 -1.764870 -0.1938 -0.0354 0.3256 -0.5569
C -2.507202 1.775860 0.474010 0.1067 0.0061 0.1175 0.3475
F -2.341850 2.014098 1.798828 -0.2416 -0.1585 -0.2098 -0.2586
F -3.700359 2.225131 0.083507 0.1092 -0.0963 0.0091 -0.2444
C -2.469207 0.218244 0.304822 -0.3392 -0.0660 0.2274 0.7185
F -3.660978 -0.250757 0.748913 0.4621 0.1005 0.0048 -0.3030
F -1.487472 -0.260538 1.120431 -0.4714 0.1858 -0.1248 -0.2075
C -2.245387 -0.346791 -1.123481 -0.2028 0.2034 0.0477 0.5922
F -3.038514 0.312284 -1.975874 0.0868 -0.0795 0.0178 -0.2723
F -0.953975 -0.170747 -1.453402 -0.4841 0.2370 -0.4911 -0.1692
C -2.555635 -1.866012 -1.266054 -0.2746 0.0199 -0.0457 0.5709
F -3.855074 -2.112916 -1.201163 0.1440 0.0705 -0.0150 -0.2331
F -1.942319 -2.559881 -0.285433 -0.4975 -0.0746 -0.0844 -0.2519
F -2.088458 -2.288954 -2.432690 0.0335 -0.0235 0.0516 -0.2450
H 1.745328 -0.827503 3.137379 -0.0430 0.0200 -0.0497 0.2222
H 1.265254 -2.730708 1.929186 0.2142 -0.0679 -0.0143 -0.5667
H 0.022299 -2.492505 -0.107984 0.4090 0.3027 0.1680 0.4488
H 0.223699 -0.709351 -0.090975 0.5443 -0.6367 0.1721 -1.2496
H 2.764932 -2.260153 -0.541790 -0.0583 0.0617 -0.0684 0.3839
H 1.527422 -2.364825 -1.807385 0.1064 0.1616 0.1210 0.4406
H 3.946242 0.555868 -1.404609 -0.1988 -0.0758 0.0872 0.4265
H 3.520297 -0.275817 0.098457 -0.0459 -0.0140 -0.1685 0.2338
H 3.009677 2.456262 -0.586398 -0.0552 -0.0522 0.1522 0.4232
H 2.540806 1.578442 0.900392 0.0069 0.0605 -0.1595 0.3903
H 0.750129 3.292837 0.715294 -0.0437 -0.1630 -0.0412 0.6267
H 0.150543 1.697120 1.265675 -0.1359 0.1096 -0.0878 0.3408
Li 0.983669 -3.847436 3.488763 -0.0725 0.0350 -0.0417 0.9903
```
Forces are in eV/Å.

Summary:
energy above the lowest of the compared OMol25 structures with the same formula, charge and spin	31.1	kJ/mol
charge	+1

---

Number 1: Kohn-Sham gap 8.150 eV, LUMO level -2.7 eV. Number 2: Kohn-Sham gap 12.401 eV, LUMO level -3.5 eV. Number 3: Kohn-Sham gap 6.972 eV, LUMO level -5.7 eV.